Entry from OMol25: a 11-piece molecular cluster, C36H76N4O17S2 overall at a distorted geometry (ωB97M-V/def2-TZVPD).

HOMO-LUMO gap (eV): 9.21
Structure (SMILES): O=S1(=O)OCCO1.O=S1(=O)OCCO1.CNC(C)=O.CNC(C)=O.CNC(C)=O.CNC(C)=O.C1CCOC1.C1CCOC1.C1CCOC1.C1CCOC1.C1CCOC1
2S+1: 1
Net charge: 0
Highest occupied orbital energy (eV): -9.328

XYZ file:
```
135
C36H76N4O17S2 (ωB97M-V/def2-TZVPD)
O -2.10 -1.63 -0.37
S -0.67 -1.86 -0.57
O -0.22 -3.14 -1.13
O -0.05 -0.55 -1.37
C 0.05 0.56 -0.50
C 0.67 -0.07 0.75
O 0.22 -1.44 0.75
H 0.80 1.26 -0.87
H -0.85 1.11 -0.24
H 0.46 0.49 1.66
H 1.75 -0.07 0.57
O 8.18 -4.86 -1.99
S 7.72 -3.49 -1.73
O 8.74 -2.44 -1.55
O 6.53 -3.10 -2.83
C 5.37 -2.69 -2.18
C 5.38 -3.49 -0.94
O 6.67 -3.41 -0.45
H 5.60 -1.66 -1.89
H 4.59 -2.82 -2.93
H 5.26 -4.55 -1.17
H 4.60 -3.16 -0.24
C -5.58 -5.79 6.04
N -5.44 -4.81 5.02
C -6.15 -4.74 3.89
C -5.81 -3.60 2.92
O -7.01 -5.53 3.57
H -6.38 -6.53 5.96
H -5.74 -5.24 6.97
H -4.63 -6.27 6.23
H -4.71 -4.14 5.24
H -6.25 -2.65 3.22
H -6.43 -3.67 2.03
H -4.76 -3.51 2.64
C -5.98 2.08 -1.73
N -6.01 3.17 -2.70
C -6.44 4.41 -2.46
C -6.33 5.37 -3.61
O -6.63 4.82 -1.35
H -6.46 2.38 -0.80
H -4.91 1.95 -1.59
H -6.38 1.16 -2.14
H -5.84 2.84 -3.64
H -6.53 6.42 -3.38
H -6.97 5.20 -4.48
H -5.33 5.41 -4.06
C 2.96 6.74 5.80
N 2.77 5.42 5.37
C 3.54 4.60 4.65
C 5.00 4.77 4.62
O 3.02 3.60 4.15
H 2.33 7.37 5.17
H 3.89 7.30 5.70
H 2.53 6.92 6.78
H 1.85 5.01 5.44
H 5.47 4.29 5.48
H 5.23 5.83 4.73
H 5.48 4.36 3.73
C -1.34 -2.43 5.59
N -1.69 -2.64 7.01
C -2.54 -1.94 7.73
C -2.59 -2.27 9.23
O -3.13 -1.04 7.30
H -1.67 -3.16 4.85
H -0.28 -2.20 5.48
H -1.82 -1.56 5.13
H -1.24 -3.43 7.44
H -3.46 -1.80 9.68
H -1.74 -1.87 9.79
H -2.64 -3.36 9.34
C 3.97 3.61 -5.92
C 3.25 4.76 -5.29
C 2.57 4.13 -4.05
O 3.58 3.21 -3.59
C 4.52 2.94 -4.71
H 4.70 4.02 -6.63
H 3.21 2.99 -6.38
H 2.48 5.22 -5.92
H 3.96 5.56 -5.09
H 1.66 3.67 -4.43
H 2.21 4.85 -3.31
H 4.53 1.91 -5.06
H 5.57 3.16 -4.54
C 1.72 -1.28 -9.04
C 2.21 -1.54 -7.64
C 1.04 -1.13 -6.73
O -0.03 -1.57 -7.54
C 0.20 -1.58 -8.97
H 2.25 -1.87 -9.79
H 1.96 -0.27 -9.37
H 3.24 -1.21 -7.46
H 2.29 -2.63 -7.58
H 0.97 -0.05 -6.72
H 0.76 -1.56 -5.76
H -0.35 -0.72 -9.37
H -0.26 -2.46 -9.43
C 5.10 -1.34 5.32
C 4.36 -2.56 4.81
C 4.00 -3.27 6.14
O 3.71 -2.14 6.99
C 4.19 -0.93 6.42
H 5.26 -0.51 4.63
H 6.08 -1.64 5.71
H 4.95 -3.23 4.19
H 3.48 -2.26 4.24
H 4.82 -3.78 6.65
H 3.18 -3.97 6.05
H 4.58 -0.25 7.17
H 3.38 -0.36 5.97
C -4.61 -6.84 -3.14
C -4.85 -6.17 -1.84
C -4.30 -7.07 -0.80
O -4.07 -8.29 -1.44
C -3.86 -8.13 -2.87
H -3.98 -6.17 -3.72
H -5.58 -6.88 -3.63
H -5.92 -5.96 -1.75
H -4.34 -5.21 -1.85
H -5.10 -7.28 -0.09
H -3.40 -6.60 -0.39
H -4.08 -8.97 -3.52
H -2.78 -8.02 -3.02
C -1.36 6.85 -2.13
C -0.56 7.60 -1.17
C 0.31 8.58 -1.90
O 0.14 8.30 -3.28
C -1.02 7.45 -3.51
H -2.44 6.91 -2.01
H -1.33 5.76 -2.11
H 0.04 6.93 -0.55
H -1.21 8.22 -0.55
H 1.34 8.33 -1.62
H 0.20 9.64 -1.67
H -0.78 6.71 -4.27
H -1.75 8.14 -3.93
```

***

Entry from OMol25: a 4-piece molecular cluster, C36H76N4O4 overall at a distorted geometry (ωB97M-V/def2-TZVPD).

HOMO-LUMO gap (eV): 8.52
Structure (SMILES): CC1(C)CCCC(C)(C)N1O.CC1(C)CCCC(C)(C)N1O.CC1(C)CCCC(C)(C)N1O.CC1(C)CCCC(C)(C)N1O
2S+1: 1
Net charge: 0
Highest occupied orbital energy (eV): -8.047
Energy above the lowest of the compared OMol25 structures with the same formula, charge and spin (eV): 2.049

XYZ file:
```
120
C36H76N4O4 (ωB97M-V/def2-TZVPD)
C 5.36 -1.00 -1.61
C 4.06 -1.23 -0.84
C 4.27 -2.54 -0.03
C 3.73 -0.15 0.18
C 3.13 1.10 -0.49
C 1.84 0.60 -1.15
C 2.00 -0.43 -2.25
C 0.68 -1.09 -2.56
C 2.53 0.24 -3.55
N 2.91 -1.47 -1.71
O 3.07 -2.53 -2.61
H 6.28 -0.99 -1.03
H 5.47 -1.80 -2.36
H 5.25 -0.12 -2.26
H 3.72 -2.64 0.91
H 4.08 -3.43 -0.63
H 5.29 -2.65 0.35
H 3.09 -0.50 0.99
H 4.65 0.11 0.70
H 2.80 1.80 0.28
H 3.82 1.58 -1.17
H 1.16 1.42 -1.44
H 1.23 0.18 -0.34
H 0.01 -0.40 -3.08
H 0.26 -1.53 -1.66
H 0.86 -2.00 -3.13
H 3.57 0.56 -3.48
H 1.92 1.11 -3.80
H 2.40 -0.41 -4.42
H 3.60 -2.19 -3.36
C 1.63 -2.54 8.04
C 0.72 -3.72 7.66
C 0.20 -4.31 8.97
C -0.46 -3.14 6.93
C -0.22 -2.75 5.48
C 0.58 -3.84 4.74
C 1.73 -4.57 5.46
C 1.97 -5.90 4.79
C 2.99 -3.70 5.33
N 1.41 -4.75 6.89
O 2.42 -5.37 7.60
H 2.70 -2.73 7.91
H 1.52 -1.62 7.45
H 1.55 -2.19 9.07
H 0.99 -4.66 9.64
H -0.31 -3.56 9.57
H -0.41 -5.20 8.78
H -1.23 -3.94 6.80
H -1.10 -2.56 7.60
H -1.05 -2.37 4.89
H 0.47 -1.90 5.51
H 1.06 -3.31 3.91
H -0.09 -4.47 4.15
H 2.30 -5.72 3.76
H 1.04 -6.41 4.48
H 2.63 -6.57 5.33
H 3.87 -4.18 5.77
H 2.86 -2.71 5.77
H 3.20 -3.41 4.30
H 2.08 -6.10 8.12
C -3.69 2.13 -7.74
C -2.75 2.31 -6.52
C -3.38 1.51 -5.35
C -1.45 1.61 -6.85
C -0.31 2.06 -5.94
C -0.14 3.56 -6.10
C -1.41 4.34 -5.67
C -1.51 4.23 -4.13
C -1.21 5.79 -6.14
N -2.56 3.75 -6.32
O -3.77 4.37 -5.97
H -4.68 2.43 -7.41
H -3.40 2.69 -8.63
H -3.66 1.06 -7.98
H -2.78 1.34 -4.46
H -4.31 1.94 -4.95
H -3.74 0.58 -5.79
H -1.50 0.53 -6.67
H -1.17 1.54 -7.91
H -0.34 1.75 -4.90
H 0.61 1.60 -6.33
H 0.25 3.82 -7.08
H 0.64 3.84 -5.38
H -2.15 4.96 -3.64
H -0.52 4.13 -3.69
H -1.92 3.26 -3.80
H -0.42 6.43 -5.77
H -2.21 6.24 -6.04
H -1.13 5.73 -7.23
H -3.89 4.22 -5.01
C -3.69 3.22 0.92
C -2.52 2.47 0.24
C -2.57 2.81 -1.24
C -1.17 3.00 0.78
C -0.78 2.36 2.10
C -0.88 0.83 2.04
C -2.29 0.35 1.61
C -2.03 -1.14 1.29
C -3.44 0.48 2.59
N -2.50 1.01 0.31
O -3.61 0.43 -0.36
H -3.70 3.23 2.01
H -3.85 4.18 0.44
H -4.62 2.72 0.63
H -1.79 2.19 -1.69
H -3.46 2.50 -1.80
H -2.35 3.86 -1.44
H -0.36 2.95 0.04
H -1.30 4.08 0.96
H 0.22 2.60 2.46
H -1.42 2.75 2.90
H -0.83 0.50 3.08
H -0.08 0.35 1.48
H -2.98 -1.64 1.05
H -1.59 -1.69 2.12
H -1.43 -1.23 0.38
H -3.47 -0.28 3.37
H -4.41 0.45 2.09
H -3.42 1.47 3.06
H -3.23 0.05 -1.16
```